No. 1
Entry from the Open Molecules 2025 dataset: the molecule C23H39N3O6 (the ωB97M-V functional and the def2-TZVPD basis).

Each line ends with the Löwdin charge.
Cartesian coordinates (Å):
C 5.4251 1.6186 1.9351  -0.054
H 5.8686 1.1455 1.0608  0.078
H 4.7409 2.3961 1.6049  0.077
H 6.2283 2.0886 2.4975  0.083
C 4.7099 0.5940 2.8155  -0.361
C 5.6246 -0.5906 3.1162  -0.065
H 5.1469 -1.2783 3.8090  0.081
H 5.8583 -1.1320 2.2021  0.077
H 6.5544 -0.2437 3.5604  0.078
H 4.4328 1.0779 3.7577  0.146
C 3.3961 0.1014 2.1839  -0.198
N 3.5975 -0.4866 0.8781  0.137
C 2.6790 -1.3377 0.3703  -0.453
O 1.7765 -1.7884 1.0519  0.068
C 2.8915 -1.7789 -1.0840  -0.219
C 3.5188 -0.7296 -2.0059  -0.144
C 2.6769 0.5553 -2.0532  -0.143
H 3.0741 1.3097 -1.3734  0.102
C 1.2276 0.2594 -1.6610  -0.310
C 0.7912 -1.0511 -2.3127  -0.136
C 1.5463 -2.2287 -1.6767  -0.137
H 1.7088 -3.0094 -2.4208  0.115
H 0.9556 -2.6554 -0.8645  0.107
H -0.2832 -1.2001 -2.1930  0.110
H 0.9989 -0.9979 -3.3842  0.120
C 0.2995 1.4382 -1.9879  -0.114
N -0.8651 1.4078 -1.1323  0.117
C -0.9045 2.0216 0.0535  -0.398
O -0.0484 2.8127 0.4300  0.044
C -2.0984 1.6784 0.9480  -0.161
N -2.8059 0.4865 0.5195  -0.012
C -3.8471 0.5454 -0.3420  -0.539
O -4.1425 1.5506 -0.9523  0.091
O -4.4402 -0.6575 -0.4436  0.032
C -5.5578 -0.8463 -1.3434  -0.571
C -5.9357 -2.3166 -1.1590  -0.022
H -6.2092 -2.5035 -0.1240  0.087
H -5.0926 -2.9539 -1.4124  0.087
H -6.7760 -2.5668 -1.7995  0.088
C -6.7216 0.0603 -0.9448  -0.018
H -6.9917 -0.1145 0.0946  0.091
H -6.4416 1.1032 -1.0651  0.079
H -7.5820 -0.1505 -1.5734  0.090
C -5.1263 -0.5812 -2.7862  -0.019
H -5.9471 -0.8076 -3.4607  0.089
H -4.2756 -1.2095 -3.0440  0.089
H -4.8476 0.4621 -2.9073  0.079
C -2.4837 -0.6720 1.3379  -0.116
C -1.3484 -0.1869 2.2370  -0.130
H -1.3535 -0.6823 3.2044  0.119
C -1.6059 1.3150 2.3530  -0.101
H -0.7126 1.8707 2.6299  0.098
H -2.3890 1.5118 3.0854  0.123
H -0.3823 -0.3765 1.7683  0.098
H -2.1930 -1.5157 0.7076  0.126
H -3.3632 -0.9688 1.9191  0.128
H -2.7727 2.5418 0.9378  0.167
H -1.6050 0.7625 -1.3583  0.135
H -0.0192 1.4158 -3.0321  0.134
H 0.8187 2.3792 -1.7906  0.129
H 1.1824 0.1299 -0.5770  0.122
H 2.7039 0.9728 -3.0620  0.121
H 3.5648 -1.1736 -3.0028  0.119
H 4.5493 -0.5087 -1.7197  0.108
H 3.5574 -2.6485 -1.0249  0.153
H 4.2134 0.0099 0.2575  0.118
C 2.3650 1.2353 2.1202  -0.488
O 1.6723 1.5516 3.0502  0.120
O 2.3241 1.8080 0.9282  0.092
H 1.5327 2.4040 0.8255  0.096
H 2.9569 -0.6727 2.8242  0.161

## Properties
ΔE to the lowest compared entry with this formula, charge and spin = 0.2 kcal per mole
Max |F| = 0.70 eV/Å
HOMO energy = -0.3395 hartree
SMILES = CC(C)[C@H](NC(=O)[C@H]1CC[C@H](CNC(=O)[C@@H]2CCCN2C(=O)OC(C)(C)C)CC1)C(=O)O
E = -41243.26611 eV

No. 2
Entry from the Open Molecules 2025 dataset: a cluster of 2 separate species, C23H40BBrF11N3O10PS in total (the ωB97M-V functional and the def2-TZVPD basis).

Each line ends with the Löwdin charge.
Cartesian coordinates (Å):
C -4.9697 1.8673 0.2889  -0.068
C -3.9672 1.1453 1.1995  -0.200
C -2.5696 1.7625 1.2407  -0.144
O -1.5321 1.3330 0.3053  -0.081
N -0.7180 0.1526 0.5093  0.013
C -1.4076 -0.8584 1.3527  -0.096
O -1.4699 -0.3783 2.6766  0.019
C -2.2445 -1.1220 3.5231  -0.687
F -3.5155 -1.1686 3.1156  0.185
F -1.8047 -2.3845 3.5772  0.195
F -2.1780 -0.5684 4.7151  0.225
C 0.6205 0.6490 1.1303  -0.330
C 1.3497 -0.3937 2.0110  -0.178
O 1.2695 -1.7387 1.5111  -0.014
C 2.0756 -2.6398 2.1363  -0.726
F 1.6644 -3.8441 1.7939  0.210
F 2.0258 -2.5127 3.4601  0.195
F 3.3450 -2.4945 1.7699  0.190
P 0.2676 2.0357 2.5148  0.679
O -0.0169 3.2898 1.5214  -0.337
Br 2.3704 2.4531 3.1428  0.455
C 1.5146 1.3383 0.0838  -0.172
N 1.0503 1.2703 -1.2964  0.068
C 0.6738 -0.0577 -1.7363  -0.217
C 1.8687 -1.0751 -1.5589  -0.140
O 3.0730 -0.3624 -1.6409  -0.180
C 4.1690 -0.9688 -0.9736  -0.061
C 0.4945 0.1189 -3.3126  -0.349
F 0.0958 1.3483 -3.6515  0.130
F 1.7308 -0.0099 -3.8527  0.143
C -0.3828 -0.8756 -4.1477  -0.527
F 0.2579 -2.0109 -4.3623  0.203
F -1.5422 -1.1676 -3.5074  0.156
F -0.7006 -0.3335 -5.3015  0.220
C -0.6613 -0.4592 -0.9750  -0.041
C -0.6958 -2.0389 -1.0142  -0.098
C -1.8982 -3.0099 -1.0417  -0.149
C -2.5866 -3.5065 0.2431  -0.183
C -3.9964 -2.9597 0.5177  -0.237
S -5.3087 -3.8992 -0.2242  0.590
O -5.4183 -5.1193 0.5015  -0.244
O -6.4220 -3.0243 -0.4321  -0.269
O -4.7332 -4.3162 -1.6521  -0.142
B -2.0069 0.2657 -1.6345  -0.501
C -2.1155 1.6430 -2.3777  0.027
O -3.1764 -0.4309 -1.3784  0.113
H -4.9538 1.4777 -0.7276  0.064
H -5.9803 1.7039 0.6704  0.085
H -4.8064 2.9475 0.2869  0.083
H -4.3462 1.1898 2.2249  0.122
H -3.9650 0.0940 0.9260  0.074
H -2.1904 1.8004 2.2603  0.072
H -2.6496 2.8131 0.9431  0.140
H -2.3908 -1.0413 0.9253  0.119
H -0.8151 -1.7608 1.3257  0.118
H 2.3936 -0.0935 2.0896  0.098
H 0.9415 -0.3923 3.0255  0.109
H -0.4026 4.0318 2.0104  0.083
H 2.5263 0.9565 0.2093  0.091
H 1.6002 2.3990 0.3002  0.090
H 1.8413 1.5765 -1.8581  0.147
H 1.8406 -1.8337 -2.3524  0.139
H 1.7943 -1.6356 -0.6311  0.106
H 4.0533 -2.0549 -0.9127  0.095
H 5.0678 -0.7517 -1.5522  0.101
H 4.2908 -0.5421 0.0278  0.078
H 0.0042 -2.4261 -0.2734  0.107
H -0.1928 -2.2604 -1.9522  0.102
H -1.4569 -3.9101 -1.4852  0.132
H -2.6491 -2.7321 -1.7797  0.091
H -1.9818 -3.3499 1.1385  0.098
H -2.6928 -4.5938 0.1875  0.123
H -4.1265 -1.9183 0.2216  0.072
H -4.2234 -3.0559 1.5831  0.107
H -4.8093 -3.5611 -2.2562  0.098
H -1.2640 2.2947 -2.1895  0.074
H -3.0222 2.1351 -2.0177  0.076
H -2.2251 1.5417 -3.4636  0.087
H -3.7391 -0.4986 -2.1601  0.138
C 5.5851 2.6567 0.8544  -0.350
O 4.5457 2.3619 0.2770  -0.029
N 6.3144 3.7451 0.5857  -0.190
C 7.5417 4.0498 1.2973  -0.047
C 5.8558 4.6477 -0.4599  -0.032
H 6.0110 2.0334 1.6575  0.137
H 7.4616 5.0099 1.8087  0.093
H 8.3857 4.0912 0.6078  0.094
H 7.7347 3.2758 2.0374  0.085
H 4.8674 5.0396 -0.2196  0.092
H 5.7887 4.1246 -1.4136  0.094
H 6.5594 5.4712 -0.5478  0.089

## Properties
ΔE to the lowest compared entry with this formula, charge and spin = 0.0 kcal per mole
Max |F| = 0.98 eV/Å
HOMO energy = -0.4272 hartree
Total charge = +1
E = -170173.25297 eV

No. 3
Entry from the Open Molecules 2025 dataset: a cluster of 3 separate species, C23H40BN3O8PS2 in total (the ωB97M-V functional and the def2-TZVPD basis).

Each line ends with the Löwdin charge.
Cartesian coordinates (Å):
C 1.9801 5.4324 0.6802  -0.202
C 1.5807 3.8128 0.5997  -0.443
P -0.2852 3.7082 0.9891  0.901
C -0.4396 3.8661 2.9246  -0.303
C -1.0497 2.0180 0.5198  -0.250
C -0.5570 0.5475 1.1291  -0.044
C 0.7070 0.4390 2.1903  -0.174
C 2.0786 0.5232 1.2973  -0.233
C 2.7716 -0.9194 0.9432  -0.193
C 4.3800 -0.5849 0.6308  -0.205
C 4.9916 -1.4447 -0.6233  -0.313
N 4.1139 -1.4926 -1.8576  -0.060
C -1.3108 -0.8848 0.7071  0.022
C -0.8796 -2.3362 1.3192  -0.211
O -1.3458 -3.5123 0.5746  -0.210
C -2.1173 -4.2877 1.6029  -0.135
C -2.5610 -0.7530 -0.3415  0.069
C -3.0409 0.6695 -0.9975  0.032
C -2.3028 2.0727 -0.5868  0.014
B -2.8340 3.4653 -1.2841  -0.478
N -2.1720 3.9787 -2.5720  0.083
O -3.9941 4.1392 -0.6223  -0.004
C -4.2765 0.3082 -2.0098  -0.180
O -5.3211 1.0396 -2.4380  -0.017
N -3.9574 -1.1690 -2.3236  0.019
C -2.9430 -1.2868 -3.4396  -0.441
O -3.3104 -0.8141 -4.6639  -0.155
O -1.6280 -1.9266 -3.2580  -0.218
C -3.5984 -1.8373 -0.9897  -0.184
O -4.1142 -2.9889 -0.5594  -0.001
H 3.0104 5.6062 1.2561  0.077
H 1.9474 5.9525 -0.3694  0.074
H 1.1549 5.9134 1.3804  0.049
H 2.2198 3.3058 1.4669  0.066
H 1.8908 3.4484 -0.4682  0.088
H 0.6310 3.6219 3.3393  0.032
H -1.2708 3.0985 3.2288  0.057
H -0.7722 4.9922 3.1285  0.051
H 0.7141 1.3103 2.9858  0.072
H 0.7392 -0.5694 2.7924  0.109
H 1.8224 1.0420 0.2708  0.110
H 2.9209 1.1833 1.8130  0.077
H 2.2245 -1.3575 -0.0064  0.117
H 2.7423 -1.6708 1.8435  0.108
H 5.0320 -0.7804 1.5824  0.098
H 4.5364 0.5673 0.3601  0.111
H 5.9932 -0.8891 -0.9575  0.102
H 5.3487 -2.5371 -0.3094  0.120
H 4.5502 -2.2496 -2.4655  0.077
H 4.2620 -0.6107 -2.4225  0.078
H 0.3129 -2.3753 1.2916  0.123
H -1.1540 -2.3521 2.4759  0.130
H -2.5305 -5.3121 1.1655  0.110
H -1.4860 -4.5126 2.5673  0.089
H -3.0848 -3.6949 1.9637  0.106
H -1.1576 4.1771 -2.4307  0.057
H -2.2544 3.2229 -3.3112  0.091
H -4.7610 3.4901 -0.8079  0.117
C -3.6557 -4.3331 -7.4879  -0.278
S -3.6602 -5.0877 -5.8438  0.815
O -4.1954 -6.4815 -5.9888  -0.593
C -4.9906 -4.0611 -5.1737  -0.259
H -2.9150 -4.8475 -8.1046  0.041
H -4.6420 -4.4329 -7.9475  0.049
H -3.3859 -3.2778 -7.4041  0.055
H -5.8936 -4.1782 -5.7781  0.052
H -4.6763 -3.0149 -5.1673  0.037
H -5.1960 -4.3829 -4.1499  0.053
C 3.4342 1.0707 6.5854  -0.268
S 3.4724 1.9699 5.0161  0.836
O 2.4687 1.3284 4.1043  -0.572
C 5.1114 1.3927 4.5130  -0.266
H 2.4710 1.2533 7.0675  0.052
H 3.5517 -0.0006 6.4050  0.059
H 4.2364 1.4324 7.2326  0.050
H 5.1238 0.3011 4.4621  0.057
H 5.8577 1.7436 5.2294  0.050
H 5.3369 1.8037 3.5260  0.050

## Properties
Max |F| = 8.81 eV/Å
HOMO energy = -0.1817 hartree
Total charge = -1
E = -76970.54843 eV

no.,orbital gap (eV)
1,9.846
2,9.192
3,6.366